1.
DFT (ωB97M-V/def2-TZVPD) results for a single C2H3N2OP molecule at a distorted geometry.

As for the HOMO energy: -8.944 eV. As for the spin multiplicity: 1. The calculation puts the HOMO-LUMO gap at 8.8 eV. The energy above the lowest of the compared OMol25 structures with the same formula, charge and spin is 32.3 kcal/mol.

Geometry as XYZ:
```
9
C2H3N2OP (ωB97M-V/def2-TZVPD)
O -2.69 0.57 0.58
C -1.53 0.54 0.32
C -0.92 0.48 -1.00
N 0.36 0.26 -1.04
N 0.93 0.14 0.15
P 0.05 0.55 1.58
H -1.59 0.38 -1.84
H 1.88 -0.01 -0.07
H -0.02 -0.81 2.17
```

Here are the Löwdin charges for atoms 1 to 6, given in e: atom 1 (O): 0.0356, atom 2 (C): -0.5414, atom 3 (C): -0.1685, atom 4 (N): -0.0192, atom 5 (N): -0.3645, atom 6 (P): 0.9278

2.
DFT (ωB97M-V/def2-TZVPD) results for a molecular structure, Br2NO2S at a distorted geometry.

The charge is -1. As for the HOMO energy: -3.460 eV. As for the spin multiplicity: 1. The calculation puts the HOMO-LUMO gap at 6.8 eV. The energy above the lowest of the compared OMol25 structures with the same formula, charge and spin is 27.2 kcal/mol.

Geometry as XYZ:
```
6
Br2NO2S (ωB97M-V/def2-TZVPD)
N -0.81 1.32 1.34
O 0.22 -2.63 -0.36
O 0.55 -0.73 -1.86
S -0.01 -1.21 -0.61
Br -0.85 2.75 0.11
Br 0.91 0.50 1.38
```

What are the Löwdin partial charges on each atom? They are as follows, in elementary charge units: atom 1 (N): -1.1177, atom 2 (O): -0.5054, atom 3 (O): -0.4962, atom 4 (S): 0.6134, atom 5 (Br): 0.2002, atom 6 (Br): 0.3058

3.
DFT (ωB97M-V/def2-TZVPD) results for a molecular structure, C19H30F3N2O13PdSSeSi.

The charge is -1. As for the HOMO energy (alpha / beta): -7.177 / -7.493 eV. As for the spin multiplicity: 5. The calculation puts the HOMO-LUMO gap (alpha / beta) at 9.4 / 6.7 eV. The energy above the lowest of the compared OMol25 structures with the same formula, charge and spin is 0.8 kcal/mol.

Geometry as XYZ:
```
71
C19H30F3N2O13PdSSeSi (ωB97M-V/def2-TZVPD)
Pd -0.64 -0.06 0.21
O 4.21 3.34 0.34
C 4.49 2.22 -0.29
O 5.60 1.94 -0.66
C 3.35 1.29 -0.54
C 3.46 0.10 -1.25
N 2.26 -0.47 -1.28
N 1.36 0.28 -0.65
C 1.99 1.35 -0.19
C 1.16 2.36 0.55
O 1.69 3.40 0.95
O -0.07 2.05 0.68
H 3.24 3.41 0.58
H 4.32 -0.34 -1.72
H 1.88 -1.27 -1.84
C -3.84 1.69 -2.60
C -4.79 0.51 -2.62
C -6.23 0.97 -2.85
C -4.37 -0.52 -3.66
O -4.77 -0.18 -1.35
Si -4.65 0.22 0.19
S -2.71 1.21 0.57
O -5.69 1.41 0.55
C -6.12 2.01 1.79
C -6.16 3.51 1.55
C -7.51 1.45 2.07
C -5.18 1.68 2.95
O -4.89 -1.02 1.18
C -4.91 -2.47 1.04
C -3.79 -2.94 0.12
C -4.71 -3.00 2.45
C -6.28 -2.84 0.49
H -3.84 2.18 -3.58
H -2.83 1.36 -2.40
H -4.16 2.44 -1.86
H -6.31 1.50 -3.80
H -6.54 1.64 -2.05
H -6.90 0.11 -2.87
H -4.41 -0.09 -4.66
H -5.04 -1.38 -3.63
H -3.35 -0.86 -3.46
H -6.83 3.74 0.72
H -5.16 3.87 1.31
H -6.52 4.03 2.44
H -8.18 1.68 1.24
H -7.93 1.89 2.98
H -7.46 0.37 2.20
H -4.19 2.09 2.78
H -5.09 0.60 3.09
H -5.57 2.12 3.87
H -2.82 -2.64 0.50
H -3.91 -2.56 -0.89
H -3.80 -4.03 0.06
H -3.74 -2.68 2.83
H -4.76 -4.09 2.45
H -5.49 -2.61 3.11
H -6.41 -2.42 -0.51
H -7.07 -2.46 1.14
H -6.37 -3.93 0.42
F -1.91 -1.66 4.61
C -0.70 -1.67 4.05
F -0.32 -2.95 3.91
F 0.15 -1.08 4.89
C -0.70 -0.98 2.67
O -1.78 -1.03 2.03
O 0.36 -0.50 2.25
O -1.83 -2.96 -2.53
Se -0.69 -1.99 -1.96
O -1.20 -0.38 -1.92
O -0.44 -2.15 -0.30
O 0.74 -2.13 -2.71
```

Here are the Löwdin charges for atoms 1 to 6, given in e: atom 1 (Pd): 1.0580, atom 2 (O): 0.1150, atom 3 (C): -0.5119, atom 4 (O): 0.0787, atom 5 (C): -0.0460, atom 6 (C): 0.0185

4.
DFT (ωB97M-V/def2-TZVPD) results for a molecular structure, C15H27Br3CaCl2FN2Na2O7PS2 at a distorted geometry.

The charge is +2. As for the HOMO energy: -10.120 eV. As for the spin multiplicity: 1. The calculation puts the HOMO-LUMO gap at 1.9 eV. The energy above the lowest of the compared OMol25 structures with the same formula, charge and spin is 0.0 kcal/mol.

Geometry as XYZ:
```
63
C15H27Br3CaCl2FN2Na2O7PS2 (ωB97M-V/def2-TZVPD)
C 2.04 -4.50 -4.11
C 1.63 -3.09 -3.57
O 2.15 -2.87 -2.28
C 1.66 -1.67 -1.73
C 1.70 -1.72 -0.18
O 2.97 -1.34 0.38
C 3.07 -0.02 0.74
C 2.26 0.96 -0.06
N 1.54 1.57 -0.63
P 4.88 0.41 0.28
S 4.99 0.30 -1.66
C 2.88 0.11 2.35
Cl 2.33 -1.44 3.11
C 4.34 0.30 2.95
N 5.33 0.36 3.48
C 2.03 1.35 2.80
Br 2.68 1.88 4.63
C 0.52 1.10 3.01
C -0.36 1.13 1.73
H 1.75 -4.59 -5.17
H 1.42 -5.24 -3.56
H 3.12 -4.65 -3.95
H 0.50 -3.06 -3.64
H 2.06 -2.28 -4.26
H 0.61 -1.54 -2.07
H 2.20 -0.77 -2.11
H 1.57 -2.80 0.06
H 0.81 -1.23 0.27
H 5.74 -0.64 0.75
H 5.24 1.70 0.74
H 2.19 2.27 2.21
H 0.15 1.94 3.66
H 0.26 0.18 3.56
H -1.42 1.09 2.06
H -0.22 0.29 1.04
H -0.22 2.07 1.16
Br -3.85 3.64 -2.39
C -2.02 3.14 -1.99
C -1.82 1.66 -2.15
Br -2.57 0.67 -0.64
H -1.81 3.50 -0.98
H -1.41 3.69 -2.71
H -0.75 1.42 -2.15
H -2.27 1.26 -3.05
F -3.99 3.00 -4.66
Na 7.08 0.57 1.94
Cl 1.01 0.75 -3.18
O -1.79 -2.79 -4.29
H -1.98 -1.90 -3.96
H -2.57 -3.02 -4.80
C -5.80 -0.01 2.55
C -5.17 1.33 2.23
O -4.71 1.82 3.50
S -4.27 0.58 4.42
O -2.84 0.43 4.32
O -4.92 0.68 5.67
O -4.95 -0.59 3.56
H -6.80 0.11 2.97
H -5.84 -0.66 1.68
H -5.87 2.02 1.78
H -4.30 1.21 1.57
Na 0.81 -1.32 -5.30
Ca -0.95 3.35 4.01
```

Here are the Löwdin charges for atoms 1 to 6, given in e: atom 1 (C): -0.0339, atom 2 (C): -0.3101, atom 3 (O): -0.1223, atom 4 (C): -0.2806, atom 5 (C): -0.1193, atom 6 (O): -0.1668

5.
DFT (ωB97M-V/def2-TZVPD) results for 4 unconnected molecules or ions with the total composition C30H75O20P5 at a distorted geometry.

As for the HOMO energy: -7.696 eV. As for the spin multiplicity: 1. The calculation puts the HOMO-LUMO gap at 8.2 eV. The energy above the lowest of the compared OMol25 structures with the same formula, charge and spin is 461.7 kcal/mol.

Geometry as XYZ:
```
130
C30H75O20P5 (ωB97M-V/def2-TZVPD)
C 2.28 -3.00 1.76
C 2.65 -4.25 1.12
O 3.67 -4.08 0.17
P 4.20 -5.04 -1.03
O 5.21 -6.01 -0.59
O 4.69 -4.10 -2.17
C 5.66 -3.15 -1.78
C 6.94 -3.31 -2.60
O 2.86 -5.62 -1.76
C 2.85 -6.80 -2.56
C 3.09 -8.10 -1.73
H 1.79 -2.25 1.13
H 1.82 -3.05 2.75
H 3.20 -2.47 1.99
H 3.07 -4.88 1.90
H 1.74 -4.77 0.83
H 5.43 -2.09 -1.77
H 5.96 -3.31 -0.75
H 7.62 -2.63 -2.10
H 7.24 -4.36 -2.62
H 6.82 -2.87 -3.59
H 1.92 -6.82 -3.11
H 3.38 -6.65 -3.50
H 2.24 -8.69 -1.37
H 4.05 -8.58 -1.93
H 3.52 -7.68 -0.81
C -2.78 -0.38 -6.25
C -1.83 0.85 -6.06
O -1.44 1.14 -4.63
P 0.00 0.48 -4.14
O 1.02 0.31 -5.22
O 0.41 1.50 -3.02
C 0.78 2.82 -3.18
C 2.25 2.93 -3.30
O -0.39 -1.01 -3.51
C -1.59 -1.30 -2.91
C -2.00 -0.25 -1.91
H -2.89 -0.44 -7.33
H -2.19 -1.21 -5.85
H -3.75 -0.40 -5.75
H -0.93 0.60 -6.62
H -2.47 1.67 -6.38
H 0.24 3.38 -3.94
H 0.35 3.17 -2.24
H 2.57 2.75 -2.27
H 2.80 2.50 -4.14
H 2.52 3.95 -3.56
H -2.40 -1.38 -3.64
H -1.69 -2.28 -2.45
H -2.80 -0.70 -1.32
H -1.18 0.14 -1.31
H -2.39 0.59 -2.48
C -6.23 0.98 3.02
C -5.13 2.06 2.95
O -4.04 2.02 3.91
P -3.32 0.78 4.72
O -4.21 -0.16 5.43
O -2.31 0.03 3.63
C -1.59 -1.09 3.96
C -2.43 -2.39 3.65
O -2.28 1.48 5.75
C -2.91 1.81 7.09
C -3.35 3.27 7.06
H -7.25 1.35 3.02
H -6.15 0.31 2.17
H -6.09 0.15 3.72
H -4.78 1.92 1.92
H -5.41 3.10 2.80
H -0.73 -1.06 3.28
H -1.20 -1.12 4.97
H -3.01 -2.60 4.55
H -3.13 -2.21 2.83
H -1.91 -3.34 3.59
H -3.86 1.28 7.19
H -2.23 1.60 7.91
H -2.55 3.93 6.74
H -4.08 3.30 6.25
H -3.98 3.53 7.91
C -2.21 2.41 -0.44
C -1.77 3.55 0.53
O -0.46 3.21 0.97
P 0.67 4.08 0.29
O 0.30 4.68 -1.05
O 1.11 5.13 1.39
C 1.66 6.42 1.17
C 0.77 7.59 1.34
O 1.91 2.99 0.20
C 2.84 3.05 -0.81
C 3.15 1.61 -1.14
H -2.10 1.48 0.12
H -3.25 2.54 -0.72
H -1.59 2.54 -1.32
H -1.82 4.51 0.02
H -2.46 3.57 1.38
H 2.55 6.47 1.80
H 2.12 6.58 0.20
H -0.06 7.66 0.63
H 0.32 7.54 2.33
H 1.19 8.58 1.19
H 2.36 3.45 -1.71
H 3.78 3.51 -0.53
H 2.34 0.90 -1.29
H 3.95 1.35 -1.84
H 3.73 1.17 -0.33
C 1.94 -2.57 -1.76
C 0.50 -2.89 -1.41
O -0.24 -1.70 -1.17
P -1.02 -1.40 0.19
O -1.73 -2.53 0.80
O -2.01 -0.20 -0.16
C -3.41 -0.23 0.26
C -3.49 0.49 1.64
O 0.08 -0.61 1.15
C 0.85 0.43 0.53
C 1.95 0.59 1.58
H 2.41 -2.29 -0.82
H 2.55 -3.35 -2.22
H 2.09 -1.72 -2.42
H -0.03 -3.41 -2.21
H 0.32 -3.50 -0.53
H -3.87 0.49 -0.42
H -3.74 -1.27 0.27
H -2.71 0.25 2.36
H -3.40 1.57 1.53
H -4.44 0.33 2.14
H 1.27 0.11 -0.43
H 0.25 1.32 0.34
H 2.35 -0.34 1.98
H 2.86 1.15 1.34
H 1.65 0.94 2.57
```

Here are the Löwdin charges for atoms 1 to 6, given in e: atom 1 (C): -0.0868, atom 2 (C): -0.3077, atom 3 (O): -0.1746, atom 4 (P): 0.4447, atom 5 (O): -0.2178, atom 6 (O): -0.1623

The records above yield M values of 102.033 237.880 796.977 858.170 910.780 g mol⁻¹, respectively.